DFT (ωB97M-V with the def2-TZVPD basis set) results for a 9-piece molecular cluster, C45H114N6O15 overall.

Bonds (Å) are listed after each position.
Geometry (Å):
1 C -4.7577 -5.8211 3.2400  O2 1.440, H10 1.091, H11 1.092, H12 1.092
2 O -4.4981 -4.6749 2.4079  C1 1.440, C3 1.384
3 C -3.3317 -4.0697 2.8412  O2 1.384, C4 1.500, H13 1.072, H14 1.094
4 C -2.9472 -2.9762 1.8896  C3 1.500, N5 1.475, H15 1.083, H16 1.111
5 N -2.7623 -3.4557 0.5071  C4 1.475, C6 1.437, H17 1.017
6 C -2.3671 -2.4262 -0.4136  N5 1.437, C7 1.497, H18 1.100, H19 1.120
7 C -2.2714 -2.9958 -1.7947  C6 1.497, O8 1.424, H20 1.099, H21 1.120
8 O -3.4808 -3.6185 -2.2145  C7 1.424, C9 1.419
9 C -4.4552 -2.6728 -2.6275  O8 1.419, H22 1.101, H23 1.108, H24 1.098
10 H -4.7087 -5.5327 4.2907  C1 1.091
11 H -3.9626 -6.5352 3.0131  C1 1.092
12 H -5.7148 -6.2133 2.8897  C1 1.092
13 H -2.4973 -4.7259 2.9943  C3 1.072
14 H -3.5453 -3.5282 3.7672  C3 1.094
15 H -2.0438 -2.4883 2.2327  C4 1.083
16 H -3.6749 -2.1393 1.9608  C4 1.111
17 H -3.5927 -3.9154 0.1419  N5 1.017
18 H -1.4257 -1.9464 -0.1064  C6 1.100
19 H -3.1134 -1.5918 -0.4285  C6 1.120
20 H -1.4978 -3.7647 -1.9269  C7 1.099
21 H -2.0120 -2.1601 -2.4939  C7 1.120
22 H -5.4149 -3.1974 -2.7515  C9 1.101
23 H -4.2105 -2.2554 -3.6243  C9 1.108
24 H -4.7036 -1.8833 -1.9054  C9 1.098
25 C -1.3233 3.0252 -6.0921  O26 1.420, H34 1.086, H35 1.095, H36 1.091
26 O -0.6745 3.3489 -4.8715  C25 1.420, C27 1.441
27 C -0.4672 4.7645 -4.7028  O26 1.441, C28 1.464, H37 1.095, H38 1.082
28 C 0.0646 4.9125 -3.3468  C27 1.464, N29 1.472, H39 1.096, H40 1.073
29 N -0.6440 4.1997 -2.2709  C28 1.472, C30 1.436, H41 1.031
30 C -2.0556 4.4476 -2.3604  N29 1.436, C31 1.490, H42 1.096, H43 1.095
31 C -2.7933 3.5871 -1.3936  C30 1.490, O32 1.434, H44 1.071, H45 1.093
32 O -2.6141 2.1945 -1.6854  C31 1.434, C33 1.424
33 C -3.3411 1.6988 -2.8054  O32 1.424, H46 1.076, H47 1.057, H48 1.086
34 H -1.6436 1.9890 -6.1501  C25 1.086
35 H -0.6724 3.1522 -6.9638  C25 1.095
36 H -2.2002 3.6141 -6.3633  C25 1.091
37 H -1.4363 5.2266 -4.9202  C27 1.095
38 H 0.2386 5.1103 -5.4460  C27 1.082
39 H -0.0045 5.9815 -3.1173  C28 1.096
40 H 1.1251 4.7484 -3.3684  C28 1.073
41 H -0.5378 3.1897 -2.4462  N29 1.031
42 H -2.4861 4.2360 -3.3457  C30 1.096
43 H -2.2687 5.5059 -2.1738  C30 1.095
44 H -3.8367 3.8235 -1.3453  C31 1.071
45 H -2.3862 3.6665 -0.3820  C31 1.093
46 H -4.4059 1.7958 -2.6891  C33 1.076
47 H -3.0832 0.6737 -2.8189  C33 1.057
48 H -3.0049 2.1425 -3.7383  C33 1.086
49 C 3.8481 -3.2830 5.1374  O50 1.383, H58 1.081, H59 1.095, H60 1.095
50 O 2.9576 -2.9403 4.1363  C49 1.383, C51 1.415
51 C 1.6900 -3.5207 4.3776  O50 1.415, C52 1.502, H61 1.090, H62 1.097
52 C 0.8666 -3.3833 3.1292  C51 1.502, N53 1.431, H63 1.115, H64 1.093
53 N 1.6014 -3.7560 1.9586  C52 1.431, C54 1.474, H65 1.014
54 C 0.7897 -3.5934 0.7392  N53 1.474, C55 1.491, H66 1.138, H67 1.117
55 C 1.5877 -4.0737 -0.4249  C54 1.491, O56 1.431, H68 1.087, H69 1.108
56 O 2.8339 -3.3717 -0.4746  C55 1.431, C57 1.380
57 C 3.6530 -3.7450 -1.5210  O56 1.380, H70 1.097, H71 1.109, H72 1.079
58 H 4.6897 -2.6133 5.2471  C49 1.081
59 H 4.2475 -4.3028 5.1239  C49 1.095
60 H 3.4476 -3.1757 6.1507  C49 1.095
61 H 1.1841 -3.0464 5.2186  C51 1.090
62 H 1.8080 -4.5987 4.5442  C51 1.097
63 H 0.5714 -2.3103 3.0676  C52 1.115
64 H -0.0380 -3.9958 3.1702  C52 1.093
65 H 2.4859 -3.2605 1.9648  N53 1.014
66 H 0.4530 -2.5176 0.5872  C54 1.138
67 H -0.1473 -4.1916 0.8489  C54 1.117
68 H 1.0791 -3.9251 -1.3741  C55 1.087
69 H 1.7923 -5.1617 -0.3843  C55 1.108
70 H 3.2389 -3.5569 -2.5197  C57 1.097
71 H 4.0015 -4.7942 -1.4348  C57 1.109
72 H 4.5450 -3.1431 -1.4476  C57 1.079
73 C 7.0709 -2.1489 2.8544  O74 1.400, H82 1.109, H83 1.093, H84 1.105
74 O 6.3827 -1.6963 1.7227  C73 1.400, C75 1.432
75 C 4.9566 -1.7220 1.8523  O74 1.432, C76 1.522, H85 1.121, H86 1.088
76 C 4.1968 -0.9128 0.8116  C75 1.522, N77 1.468, H87 1.074, H88 1.093
77 N 4.4991 0.4973 1.0861  C76 1.468, C78 1.440, H89 0.998
78 C 4.3590 1.3188 -0.0888  N77 1.440, C79 1.459, H90 1.141, H91 1.117
79 C 4.7020 2.6980 0.2407  C78 1.459, O80 1.377, H92 1.094, H93 1.131
80 O 4.5739 3.3569 -0.9617  C79 1.377, C81 1.396
81 C 4.7894 4.7349 -0.9095  O80 1.396, H94 1.095, H95 1.106, H96 1.097
82 H 6.6255 -3.0385 3.3442  C73 1.109
83 H 7.1188 -1.3452 3.5944  C73 1.093
84 H 8.0894 -2.3758 2.4917  C73 1.105
85 H 4.6660 -1.3405 2.8653  C75 1.121
86 H 4.6619 -2.7654 1.7606  C75 1.088
87 H 3.1753 -1.1932 0.9869  C76 1.074
88 H 4.4484 -1.2458 -0.1989  C76 1.093
89 H 3.8678 0.8037 1.7958  N77 0.998
90 H 3.2856 1.3698 -0.4713  C78 1.141
91 H 5.0003 0.9810 -0.9389  C78 1.117
92 H 5.7305 2.7346 0.6132  C79 1.094
93 H 3.9494 3.0842 0.9919  C79 1.131
94 H 5.7048 4.8119 -0.3129  C81 1.095
95 H 4.1249 5.4703 -0.4182  C81 1.106
96 H 4.9870 5.1396 -1.9096  C81 1.097
97 C -0.5685 9.2751 1.0246  O98 1.425, H106 1.086, H107 1.102, H108 1.124
98 O 0.2728 8.2648 0.4762  C97 1.425, C99 1.415
99 C -0.1463 6.9662 0.8522  O98 1.415, C100 1.521, H109 1.140, H110 1.111
100 C 0.8234 5.8812 0.4086  C99 1.521, N101 1.474, H111 1.091, H112 1.057
101 N 0.2657 4.5542 0.7266  C100 1.474, C102 1.464, H113 1.009
102 C 1.2128 3.4811 1.0329  N101 1.464, C103 1.546, H114 1.062, H115 1.104
103 C 0.4392 2.2425 1.5400  C102 1.546, O104 1.409, H116 1.104, H117 1.090
104 O 1.4301 1.2448 1.6354  C103 1.409, C105 1.420
105 C 0.8524 -0.0257 1.8960  O104 1.420, H118 1.109, H119 1.082, H120 1.073
106 H -0.2160 10.1891 0.5560  C97 1.086
107 H -0.3392 9.3186 2.1016  C97 1.102
108 H -1.6425 9.0575 0.7734  C97 1.124
109 H -1.1596 6.6928 0.4059  C99 1.140
110 H -0.1968 6.9742 1.9622  C99 1.111
111 H 1.7847 6.0423 0.8988  C100 1.091
112 H 1.0292 5.9080 -0.6282  C100 1.057
113 H -0.2459 4.2175 -0.0747  N101 1.009
114 H 1.8429 3.8162 1.8187  C102 1.062
115 H 1.8172 3.2025 0.1517  C102 1.104
116 H -0.3027 1.9330 0.7833  C103 1.104
117 H -0.0976 2.3847 2.4783  C103 1.090
118 H 0.1386 0.0728 2.7394  C105 1.109
119 H 1.6454 -0.6999 2.1898  C105 1.082
120 H 0.2872 -0.3527 1.0451  C105 1.073
121 C -3.9853 -3.0903 9.2380  O122 1.400, H130 1.101, H131 1.094, H132 1.103
122 O -4.4182 -2.8071 7.9376  C121 1.400, C123 1.487
123 C -5.4737 -1.7605 7.9562  O122 1.487, C124 1.533, H133 1.119, H134 1.102
124 C -5.7363 -1.4245 6.4836  C123 1.533, N125 1.407, H135 1.077, H136 1.107
125 N -4.6044 -0.7841 5.9467  C124 1.407, C126 1.424, H137 1.005
126 C -4.8097 -0.4058 4.5895  N125 1.424, C127 1.489, H138 1.113, H139 1.098
127 C -3.5950 0.0020 3.8306  C126 1.489, O128 1.411, H140 1.102, H141 1.102
128 O -3.9451 0.4295 2.5326  C127 1.411, C129 1.411
129 C -2.8040 0.8108 1.7957  O128 1.411, H142 1.101, H143 1.070, H144 1.117
130 H -4.7845 -3.5216 9.8610  C121 1.101
131 H -3.7744 -2.1139 9.6850  C121 1.094
132 H -3.0775 -3.7148 9.2974  C121 1.103
133 H -5.1624 -0.8596 8.5424  C123 1.119
134 H -6.3812 -2.1697 8.4278  C123 1.102
135 H -6.6254 -0.8247 6.3813  C124 1.077
136 H -5.9881 -2.3918 6.0074  C124 1.107
137 H -3.7895 -1.3172 6.1949  N125 1.005
138 H -5.6057 0.3701 4.6406  C126 1.113
139 H -5.3512 -1.1762 4.0251  C126 1.098
140 H -2.9198 -0.8634 3.7366  C127 1.102
141 H -3.0339 0.8416 4.2732  C127 1.102
142 H -2.2958 1.7062 2.1860  C129 1.101
143 H -3.0767 0.8543 0.7619  C129 1.070
144 H -2.1096 -0.0635 1.7731  C129 1.117
145 C -2.1138 -3.1797 -5.3952  C146 1.515, H149 1.071, H150 1.096, H151 1.077
146 C -1.3817 -3.7813 -6.5779  C145 1.515, C147 1.555, O148 1.446, H152 1.072
147 C -0.2695 -2.8604 -7.1544  C146 1.555, H153 1.109, H154 1.076, H155 1.100
148 O -0.7470 -4.9894 -6.1008  C146 1.446, H156 0.997
149 H -2.8376 -2.4429 -5.6798  C145 1.071
150 H -1.4439 -2.6305 -4.7234  C145 1.096
151 H -2.5777 -3.9447 -4.7959  C145 1.077
152 H -2.0689 -4.0018 -7.3701  C146 1.072
153 H 0.0157 -3.2676 -8.1457  C147 1.109
154 H 0.5587 -2.7895 -6.4705  C147 1.076
155 H -0.7861 -1.8966 -7.2782  C147 1.100
156 H -1.3901 -5.6949 -5.8139  O148 0.997
157 C 4.6098 0.5442 -4.0436  C158 1.548, H161 1.096, H162 1.134, H163 1.093
158 C 4.8281 2.0049 -4.5077  C157 1.548, C159 1.473, O160 1.437, H164 1.091
159 C 3.5628 2.7525 -4.6049  C158 1.473, H165 1.096, H166 1.089, H167 1.097
160 O 5.7025 2.5719 -3.5183  C158 1.437, H168 0.965
161 H 4.0416 0.0202 -4.8208  C157 1.096
162 H 3.9814 0.4942 -3.1012  C157 1.134
163 H 5.5926 0.0834 -3.9115  C157 1.093
164 H 5.4120 2.0660 -5.4267  C158 1.091
165 H 2.8065 2.3230 -5.2715  C159 1.096
166 H 3.8540 3.7582 -4.9038  C159 1.089
167 H 3.0919 2.8488 -3.6186  C159 1.097
168 H 5.5013 2.1163 -2.6912  O160 0.965
169 C 1.2612 -0.9303 -1.9468  C170 1.536, H173 1.105, H174 1.095, H175 1.101
170 C 0.5361 0.3896 -2.2468  C169 1.536, C171 1.547, O172 1.440, H176 1.117
171 C 0.1072 0.4336 -3.7329  C170 1.547, H177 1.121, H178 1.124, H179 1.100
172 O -0.6103 0.4224 -1.3753  C170 1.440, H180 0.974
173 H 1.6227 -1.0077 -0.9052  C169 1.105
174 H 2.1983 -0.9820 -2.5114  C169 1.095
175 H 0.5421 -1.7444 -2.1267  C169 1.101
176 H 1.1705 1.2588 -1.9466  C170 1.117
177 H -0.6701 -0.3609 -3.8788  C171 1.121
178 H 0.9405 -0.0058 -4.3455  C171 1.124
179 H -0.2358 1.4061 -4.1164  C171 1.100
180 H -1.0961 1.2473 -1.5547  O172 0.974

The value obtained for the energy above the lowest of the compared OMol25 structures with the same formula, charge and spin is 0.0 kJ/mol. The calculation puts the HOMO energy at -8.3 eV. The value obtained for the calculated total energy is -3239.7294 Eh. The spin multiplicity is 1. Its SMILES is COCCNCCOC.COCCNCCOC.COCCNCCOC.COCCNCCOC.COCCNCCOC.COCCNCCOC.CC(C)O.CC(C)O.CC(C)O.